{"formula": "C6H9NO", "method": "ωB97M-V/def2-TZVPD", "species": ["C", "N", "C", "C", "C", "O", "C", "C", "H", "H", "H", "H", "H", "H", "H", "H", "H"], "xyz": [[1.483, -0.667, -0.447], [1.370, 0.780, -0.322], [0.088, 1.118, 0.260], [-1.164, 0.995, -0.677], [-1.485, -0.363, -0.045], [-0.774, -1.474, -0.633], [0.327, -1.310, 0.309], [-0.377, -0.144, 1.010], [1.396, -1.039, -1.486], [2.447, -0.984, -0.035], [2.043, 1.219, 0.254], [0.120, 2.082, 0.825], [-0.972, 1.007, -1.766], [-1.922, 1.751, -0.470], [-2.498, -0.617, 0.227], [0.493, -2.228, 0.920], [-0.576, -0.126, 2.076]], "e_tot_ha": -363.94203, "homo_ev": -8.8, "orbital_gap_ev": 9.779, "smiles": "C1N[C@H]2C[C@H]3O[C@@H]1[C@@H]23", "charge": 0, "max_force_ev_per_a": 1.4, "de_lowest_kj_mol": 215.8}